(1)
122
Properties=species:S:1:pos:R:3:lowdin_charge:R:1 method="wB97M-V/def2-TZVPD" charge=0 e_above_lowest_kcal_mol=0.00
C 2.74 -1.45 3.12 -0.08
C 3.69 -1.24 1.97 -0.34
O 3.73 -2.34 1.15 -0.05
H 3.07 -2.24 3.88 0.10
H 1.75 -1.65 2.76 0.02
H 2.69 -0.46 3.56 0.05
H 4.69 -0.95 2.29 0.12
H 3.25 -0.40 1.40 0.09
H 2.84 -2.61 1.02 0.01
C -1.88 -1.11 -4.00 -0.07
C -2.32 0.07 -4.92 -0.23
O -3.53 0.73 -4.52 -0.11
H -2.42 -2.05 -4.06 0.05
H -1.64 -0.83 -3.01 0.04
H -0.83 -1.39 -4.38 0.08
H -2.45 -0.35 -5.98 0.14
H -1.56 0.80 -5.11 0.10
H -4.27 0.38 -5.00 0.10
C 0.34 0.41 1.00 -0.06
C -0.24 -0.45 -0.10 -0.29
O 0.66 -1.43 -0.54 -0.12
H 1.29 0.90 0.69 0.06
H 0.62 -0.18 1.92 0.07
H -0.32 1.16 1.37 0.06
H -0.57 0.12 -1.00 0.10
H -1.15 -0.89 0.27 0.06
H 0.48 -2.24 0.00 0.02
C -4.07 3.10 1.86 -0.07
C -3.42 1.82 2.43 -0.27
O -2.96 1.04 1.35 -0.15
H -4.75 2.84 1.13 0.03
H -3.39 3.80 1.38 0.07
H -4.67 3.61 2.61 0.08
H -4.07 1.30 3.04 0.09
H -2.56 2.19 3.00 0.12
H -3.75 0.65 0.95 0.09
C 1.15 3.71 -0.05 -0.05
C 2.30 4.46 -0.75 -0.24
O 3.45 3.83 -0.23 -0.11
H 0.21 4.23 -0.20 0.08
H 1.38 3.71 1.03 0.09
H 0.95 2.69 -0.34 0.03
H 2.36 5.48 -0.50 0.10
H 2.28 4.34 -1.79 0.08
H 4.19 4.27 -0.61 0.10
C -1.75 -5.18 -2.94 -0.07
C -0.85 -4.51 -1.89 -0.25
O -1.51 -3.34 -1.36 -0.11
H -1.98 -4.52 -3.76 0.06
H -2.73 -5.45 -2.50 0.07
H -1.29 -6.09 -3.33 0.08
H 0.01 -4.32 -2.50 0.09
H -0.61 -5.10 -1.01 0.12
H -1.56 -2.68 -2.01 0.03
C 1.89 -1.35 -4.44 -0.69
O 1.61 -1.43 -5.77 -0.12
N 1.37 -2.13 -3.51 0.16
N 2.55 -0.45 -3.88 0.14
H 0.91 -3.00 -3.93 0.15
H 1.32 -2.06 -2.51 0.09
H 3.05 0.26 -4.46 0.17
H 2.80 -0.58 -2.88 0.08
C -0.04 -3.69 1.72 -0.52
O 0.98 -3.51 0.84 -0.05
N -1.32 -3.49 1.40 0.14
N 0.06 -3.97 3.01 0.14
H -1.52 -3.44 0.41 0.07
H -2.17 -3.75 2.00 0.18
H 0.93 -4.34 3.39 0.15
H -0.83 -4.18 3.49 0.14
C 1.38 1.77 4.84 -0.65
O 1.36 1.80 3.50 -0.09
N 0.45 1.43 5.64 0.15
N 2.32 2.27 5.57 0.15
H -0.40 1.01 5.14 0.06
H 0.35 1.53 6.65 0.13
H 3.27 2.35 5.14 0.09
H 2.36 2.10 6.56 0.11
C 4.50 2.57 2.90 -0.63
O 4.43 1.68 3.87 -0.09
N 3.45 2.71 2.10 0.18
N 5.47 3.36 2.55 0.17
H 2.65 2.20 2.45 0.04
H 3.42 3.05 1.19 0.00
H 6.29 3.10 3.12 0.13
H 5.42 4.16 1.93 0.12
C -2.78 2.06 -1.46 -0.63
O -4.04 1.79 -1.13 -0.08
N -1.86 2.46 -0.59 0.18
N -2.36 2.10 -2.70 0.18
H -2.28 2.17 0.35 0.09
H -0.88 2.29 -0.74 0.05
H -2.97 1.60 -3.40 0.05
H -1.31 1.96 -2.91 0.09
C -1.35 -0.80 3.85 -0.57
O -1.83 0.30 4.59 -0.15
N -0.58 -1.66 4.42 0.16
N -1.92 -1.16 2.72 0.19
H 0.05 -1.40 5.19 0.12
H -0.21 -2.56 3.91 0.08
H -2.53 -0.50 2.24 0.07
H -1.64 -1.94 2.11 0.04
C -4.03 -1.76 -1.26 -0.68
O -3.51 -1.49 -0.02 -0.10
N -4.44 -0.81 -2.07 0.18
N -4.48 -2.89 -1.56 0.15
H -4.12 0.12 -1.82 0.05
H -4.89 -1.00 -3.00 0.14
H -4.13 -3.68 -0.93 0.15
H -4.63 -3.27 -2.54 0.15
C 0.64 2.48 -3.60 -0.14
O 0.45 1.28 -2.90 -0.15
H 0.04 2.55 -4.45 0.06
H 1.65 2.48 -3.92 0.07
H 0.42 3.37 -2.98 0.10
H 1.12 0.67 -3.22 0.03
C 3.42 0.77 -1.29 -0.11
O 2.99 -0.59 -1.15 -0.14
H 3.41 1.29 -0.33 0.06
H 2.61 1.26 -1.84 0.06
H 4.36 0.88 -1.80 0.09
H 2.25 -0.60 -0.56 0.01


(2)
123
Properties=species:S:1:pos:R:3:lowdin_charge:R:1 method="wB97M-V/def2-TZVPD" charge=0 e_above_lowest_kcal_mol=35.46
C 0.10 5.21 -0.92 -0.07
C -0.86 4.10 -1.36 -0.27
O -0.40 2.89 -0.79 -0.16
H 0.25 5.27 0.11 0.03
H -0.55 6.13 -1.16 0.10
H 1.08 5.46 -1.49 0.11
H -0.68 4.00 -2.45 0.08
H -1.92 4.25 -1.29 0.12
H -1.12 2.26 -0.79 0.09
C -2.30 -1.07 4.42 -0.07
C -2.83 0.32 4.11 -0.36
O -4.23 0.30 4.25 -0.12
H -1.28 -0.91 4.44 0.03
H -2.65 -1.72 3.63 0.06
H -2.67 -1.46 5.44 0.11
H -2.60 0.56 3.09 0.08
H -2.39 1.02 4.76 0.07
H -4.64 1.13 3.76 0.05
C -1.08 -0.23 0.82 -0.04
C 0.16 -0.23 -0.04 -0.27
O 0.65 -1.43 -0.61 -0.10
H -0.95 -0.87 1.66 0.06
H -1.88 -0.62 0.24 0.06
H -1.43 0.73 1.08 0.03
H 1.02 0.12 0.53 0.09
H 0.04 0.53 -0.88 0.10
H 1.22 -1.15 -1.33 0.06
C -5.18 -1.13 -0.59 -0.08
C -3.99 -1.74 -1.27 -0.34
O -4.25 -2.25 -2.56 -0.05
H -5.87 -0.73 -1.32 0.08
H -5.10 -0.37 0.14 0.01
H -5.79 -1.97 -0.19 0.09
H -3.48 -2.40 -0.62 0.07
H -3.26 -0.92 -1.48 0.11
H -3.51 -1.93 -3.06 0.03
C 0.08 2.07 -4.15 -0.04
C 1.53 1.67 -4.51 -0.29
O 2.26 2.54 -3.74 -0.12
H -0.13 3.12 -4.28 0.07
H -0.05 1.86 -3.11 0.05
H -0.48 1.38 -4.78 0.07
H 1.86 1.81 -5.53 0.12
H 1.76 0.68 -4.23 0.09
H 2.09 3.43 -4.11 0.13
C -5.00 1.85 1.86 -0.50
O -3.83 1.66 1.04 -0.15
N -6.20 1.44 1.44 0.16
N -5.03 2.53 2.99 0.12
H -6.36 1.29 0.44 0.12
H -7.07 1.60 1.98 0.13
H -4.18 3.05 3.32 0.10
H -5.95 2.76 3.49 0.17
C 4.64 0.61 -1.53 -0.54
O 5.27 -0.59 -1.67 -0.07
N 5.18 1.71 -0.87 0.13
N 3.40 0.75 -1.90 0.13
H 6.16 1.73 -0.67 0.12
H 4.86 2.68 -0.92 0.13
H 3.01 -0.13 -2.25 0.06
H 3.13 1.60 -2.47 0.12
C -1.38 3.30 3.03 -0.57
O -2.48 3.29 3.86 -0.13
N -0.34 4.05 3.42 0.13
N -1.42 3.10 1.73 0.19
H -0.40 4.47 4.37 0.15
H 0.55 3.93 2.88 0.07
H -2.22 2.48 1.46 0.08
H -0.56 3.18 1.20 0.06
C 2.38 2.59 0.92 -0.58
O 1.58 3.41 1.71 -0.13
N 3.48 2.04 1.30 0.16
N 2.10 2.31 -0.31 0.18
H 3.86 2.22 2.21 0.14
H 4.21 1.82 0.60 0.07
H 1.25 2.66 -0.70 0.06
H 2.64 1.56 -0.81 0.04
C -1.04 -4.44 -1.17 -0.71
O -0.13 -4.63 -2.13 -0.10
N -2.05 -5.30 -1.06 0.14
N -1.11 -3.44 -0.44 0.18
H -1.86 -6.13 -1.69 0.14
H -2.66 -5.45 -0.25 0.11
H -0.47 -2.65 -0.60 0.07
H -1.68 -3.37 0.46 0.16
C 3.34 -2.68 -3.28 -0.58
O 2.60 -1.63 -2.82 -0.13
N 4.08 -3.34 -2.51 0.22
N 3.41 -2.91 -4.60 0.15
H 4.00 -3.17 -1.53 0.09
H 4.46 -4.21 -2.82 0.14
H 4.13 -3.54 -5.11 0.16
H 3.00 -2.17 -5.17 0.11
C 4.02 -1.38 1.23 -0.15
O 2.91 -0.83 1.84 -0.14
H 4.38 -2.31 1.70 0.11
H 4.80 -0.64 1.15 0.07
H 3.72 -1.54 0.20 0.06
H 2.84 0.06 1.47 0.05
C 2.46 -4.90 -0.42 -0.15
O 2.85 -3.76 0.25 -0.10
H 2.91 -5.71 0.09 0.08
H 2.41 -4.93 -1.51 0.08
H 1.50 -5.11 -0.17 0.04
H 2.12 -3.26 0.52 0.01
C -1.00 -1.33 -3.13 -0.21
O -1.81 -1.04 -4.15 -0.10
H -1.19 -2.29 -2.75 0.06
H -1.08 -0.58 -2.38 0.06
H -0.01 -1.34 -3.49 0.07
H -1.27 -1.23 -4.98 0.13
C 0.59 -3.01 2.46 -0.13
O 1.71 -2.67 3.27 -0.11
H 0.49 -4.01 2.47 0.06
H 0.91 -2.61 1.54 0.03
H -0.30 -2.54 2.74 0.04
H 2.24 -1.96 2.85 0.02
C 0.85 0.96 3.72 -0.15
O 0.09 1.54 4.73 -0.07
H 1.85 1.36 3.58 0.07
H 0.31 1.08 2.75 0.08
H 0.95 -0.04 3.74 0.03
H -0.09 2.40 4.42 -0.01


(3)
44
Properties=species:S:1:pos:R:3:nbo_charge:R:1 method="wB97M-V/def2-TZVPD" charge=0 e_above_lowest_kcal_mol=50.75
Ni -0.45 -0.28 -0.51 0.93
C 3.59 -1.97 -0.09 0.02
C 3.95 -0.69 -0.21 -0.54
C 3.31 0.62 -0.24 -0.11
C 2.34 1.04 -1.06 0.06
N 1.85 0.13 -2.21 -0.43
C 1.09 -0.34 -1.43 0.31
C 1.44 2.20 -0.84 0.19
C 1.90 3.48 -0.56 -0.22
C 0.98 4.44 -0.20 -0.13
C -0.36 4.09 -0.10 -0.22
C -0.74 2.79 -0.38 0.21
N 0.16 1.88 -0.76 -0.44
C -2.14 2.29 -0.23 0.18
C -3.20 3.13 0.04 -0.22
C -4.46 2.59 0.24 -0.15
C -4.61 1.21 0.18 -0.24
C -3.50 0.44 -0.10 0.08
N -2.30 0.97 -0.32 -0.49
H 1.80 -3.17 -1.11 -0.12
H 5.04 -0.67 -0.13 0.28
H 3.67 1.35 0.48 0.24
H 1.40 -1.55 1.29 0.07
H 2.96 3.70 -0.64 0.24
H 1.29 5.45 0.02 0.23
H -1.09 4.82 0.22 0.23
H -3.06 4.20 0.08 0.22
H -5.30 3.23 0.45 0.23
H -5.57 0.74 0.35 0.23
H -3.57 -0.64 -0.17 0.22
Cl -2.25 -2.67 -1.59 0.01
C -0.79 -3.12 -0.72 -0.19
C -0.14 -2.07 -0.28 -0.13
C 1.86 -3.77 1.73 0.08
Cl 1.64 -2.38 0.18 0.53
C 1.01 -4.73 1.36 -0.36
Cl 0.88 -5.79 2.77 0.05
C 0.34 -5.21 0.15 -0.05
Cl 0.69 -6.88 -0.15 0.06
C -0.47 -4.56 -0.71 -0.08
Cl -1.13 -5.45 -2.04 0.06
O 1.40 0.63 3.29 -0.64
C 0.64 0.38 2.40 0.73
N -0.11 0.14 1.51 -0.93


(4)
50
Properties=species:S:1:pos:R:3:lowdin_spin:R:1 method="wB97M-V/def2-TZVPD" charge=+1 e_above_lowest_kcal_mol=5.17 spin_multiplicity=4
Re -1.18 0.26 0.90 2.20
N 1.99 -0.33 3.94 0.00
C 1.21 -0.07 2.88 0.02
S -0.52 -0.06 3.16 0.19
N 1.80 0.18 1.74 0.01
N 0.91 0.38 0.72 -0.01
C 1.39 0.78 -0.42 0.07
C 2.81 1.03 -0.69 0.01
C 3.77 0.03 -0.51 0.01
C 5.10 0.30 -0.79 0.00
C 5.48 1.56 -1.22 0.01
C 4.53 2.56 -1.39 0.00
C 3.20 2.29 -1.13 0.01
C 0.39 0.90 -1.51 0.01
C 0.73 1.15 -2.82 0.01
C -0.26 1.10 -3.79 0.02
C -1.56 0.77 -3.43 0.01
C -1.84 0.54 -2.10 0.02
N -0.89 0.61 -1.17 0.03
H 1.59 -0.50 4.84 0.00
H 2.99 -0.32 3.83 0.00
H 3.46 -0.95 -0.17 0.00
H 5.84 -0.48 -0.66 0.00
H 6.52 1.77 -1.42 0.00
H 4.83 3.55 -1.72 0.00
H 2.46 3.08 -1.26 0.00
H 1.75 1.36 -3.08 0.00
H -0.01 1.29 -4.83 0.00
H -2.35 0.69 -4.17 0.00
H -2.83 0.28 -1.75 0.00
O -0.82 3.46 1.29 0.03
C -1.01 2.37 1.15 0.05
Cl 0.71 -2.16 -1.15 0.01
C -0.60 -2.76 -0.16 0.01
C -1.34 -1.90 0.66 -0.01
C -2.36 -2.54 1.40 0.02
Cl -3.37 -1.63 2.48 0.03
C -2.63 -3.90 1.32 0.00
Cl -3.90 -4.60 2.23 0.00
C -1.86 -4.70 0.48 0.02
Cl -2.18 -6.38 0.37 0.01
C -0.83 -4.13 -0.25 -0.01
Cl 0.13 -5.12 -1.27 0.00
Cl -3.47 1.94 3.12 0.02
C -4.59 1.88 1.73 0.01
Cl -6.22 1.87 2.34 0.00
Cl -4.30 3.31 0.72 0.00
C -4.33 0.67 0.80 0.02
O -5.25 0.12 0.28 0.02
O -3.07 0.43 0.46 0.16


(5)
48
Properties=species:S:1:pos:R:3:lowdin_spin:R:1 method="wB97M-V/def2-TZVPD" charge=+1 total_energy_ha=-5262.91914 spin_multiplicity=5
Ru -0.25 0.76 -1.17 2.11
S -2.05 2.12 -1.57 0.20
C -1.35 2.56 -3.13 0.06
C -2.19 2.74 -4.23 0.01
C -1.67 3.11 -5.46 0.02
C -2.53 3.20 -6.60 0.00
N -3.21 3.22 -7.52 0.01
C -0.29 3.36 -5.59 0.02
C 0.55 3.17 -4.50 0.02
C 0.04 2.75 -3.28 0.07
S 1.15 2.42 -1.96 0.28
C 0.26 3.79 -6.84 0.00
N 0.72 4.14 -7.83 0.01
H -3.25 2.58 -4.12 0.00
H 1.61 3.35 -4.60 0.00
O 0.49 -4.29 8.07 0.08
S 1.19 -3.90 6.89 0.09
O 0.86 -4.53 5.65 0.05
O 2.54 -3.38 7.04 0.35
C 0.60 -2.04 6.60 0.25
N 0.36 -1.31 7.64 0.07
C -0.02 -0.06 7.38 0.01
C -0.14 0.39 6.07 0.00
C 0.12 -0.51 5.05 0.02
N 0.52 -1.75 5.35 0.07
C -0.05 -0.23 3.60 0.01
C -0.39 1.03 3.11 0.00
C -0.61 1.19 1.76 0.02
N -0.49 0.17 0.88 0.05
C -0.14 -1.03 1.35 0.02
C 0.08 -1.27 2.69 0.00
H -0.21 0.57 8.23 0.00
H -0.43 1.42 5.88 0.00
H -0.50 1.89 3.75 0.00
H -0.90 2.14 1.35 0.00
H -0.06 -1.84 0.63 0.00
H 0.36 -2.25 3.04 0.00
Br 1.24 -4.27 -5.11 0.00
C 0.99 -2.94 -3.82 0.01
C -0.24 -2.80 -3.18 0.00
C -0.37 -1.81 -2.24 0.02
N 0.62 -0.95 -1.93 0.03
C 1.80 -1.09 -2.54 0.01
C 2.03 -2.07 -3.49 0.00
H -1.06 -3.47 -3.41 0.00
H -1.31 -1.69 -1.70 0.00
H 2.58 -0.40 -2.26 0.00
H 2.99 -2.16 -3.97 0.00


(6)
47
Properties=species:S:1:pos:R:3:nbo_charge:R:1 method="wB97M-V/def2-TZVPD" charge=-2 e_above_lowest_kcal_mol=0.00
Cl 5.56 -1.74 0.30 -0.03
C 4.07 -0.90 0.33 -0.07
C 3.78 0.05 -0.66 -0.24
C 2.57 0.75 -0.62 -0.19
C 1.65 0.51 0.40 -0.28
S 0.03 1.38 0.40 2.11
C -0.03 2.83 1.44 -0.88
Cl 0.50 4.32 0.89 -0.07
O -0.19 1.79 -0.97 -0.99
O -0.87 0.46 1.08 -0.97
C 1.91 -0.48 1.35 -0.19
C 3.13 -1.18 1.33 -0.25
H 4.49 0.23 -1.45 0.21
H 2.34 1.47 -1.40 0.24
H 0.49 2.55 2.36 0.18
H 1.18 -0.73 2.12 0.24
H 3.34 -1.94 2.07 0.21
O -9.18 4.06 0.79 -0.60
C -8.09 3.78 1.07 0.42
Co -6.48 3.35 1.56 -0.03
C -6.72 3.83 3.22 0.54
O -6.88 4.23 4.28 -0.57
C -6.66 1.59 1.60 0.45
O -6.84 0.45 1.66 -0.57
C -4.93 4.66 1.08 -0.31
C -5.00 6.01 1.66 -0.08
C -6.21 6.73 1.62 -0.14
C -6.27 8.06 2.03 -0.24
C -5.13 8.70 2.52 -0.26
C -3.91 8.00 2.59 -0.22
C -3.85 6.67 2.16 -0.20
C -3.86 3.94 0.57 -0.11
C -2.62 3.43 0.74 -0.48
Co -5.25 3.96 -0.56 -0.09
C -6.69 4.85 -1.05 0.53
O -7.55 5.48 -1.52 -0.57
C -5.80 2.23 -0.83 0.50
O -6.06 1.23 -1.36 -0.56
C -4.46 4.25 -2.11 0.63
O -4.03 4.46 -3.16 -0.53
H -7.11 6.22 1.26 0.20
H -7.21 8.59 1.94 0.19
H -5.16 9.74 2.83 0.19
H -3.00 8.48 2.98 0.20
H -2.90 6.11 2.20 0.23
H -2.03 3.28 -0.17 0.21
H -2.22 3.10 1.70 0.24


(7)
45
Properties=species:S:1:pos:R:3:nbo_charge:R:1 method="wB97M-V/def2-TZVPD" charge=+1 e_above_lowest_kcal_mol=0.00
O 1.31 3.30 -1.05 -0.46
C 1.70 2.24 -1.31 0.60
Co 2.08 0.53 -1.59 -0.02
C 1.11 0.18 -3.00 0.60
O 0.48 -0.06 -3.94 -0.46
C 3.66 0.64 -2.45 0.48
O 4.52 1.14 -3.05 -0.46
C 2.09 -0.72 -0.25 -0.63
C 0.91 -0.11 -0.36 0.04
C -0.40 0.28 0.17 -0.21
C -1.46 -0.63 -0.52 0.04
C -2.82 -0.35 -0.42 -0.23
C -3.70 -0.88 -1.37 -0.20
C -3.21 -1.75 -2.36 -0.18
C -1.88 -2.16 -2.34 -0.20
C -1.02 -1.64 -1.38 -0.24
Co 3.27 -1.63 -1.61 0.02
C 4.95 -1.69 -2.11 0.50
O 6.04 -1.73 -2.48 -0.45
C 2.42 -2.32 -2.97 0.46
O 1.92 -2.85 -3.87 -0.47
C 3.36 -3.12 -0.71 0.61
O 3.46 -4.13 -0.16 -0.46
H 2.58 -0.93 0.71 0.21
H -0.62 1.30 -0.21 0.24
H -3.18 0.30 0.39 0.21
H -4.75 -0.60 -1.35 0.23
H -3.88 -2.12 -3.14 0.23
H -1.47 -2.87 -3.07 0.24
H 0.01 -2.01 -1.29 0.23
C -2.74 3.03 2.82 -0.17
C -2.20 2.16 1.86 -0.21
C -1.24 1.25 2.28 0.11
C -0.76 1.26 3.57 0.11
C -1.22 2.14 4.53 -0.20
C -2.26 3.01 4.14 -0.17
N 0.31 0.37 3.61 -0.47
C 0.47 -0.19 2.40 0.32
N -0.43 0.34 1.55 -0.29
H -3.52 3.74 2.54 0.25
H -2.51 2.19 0.82 0.24
H -0.77 2.12 5.53 0.24
H -2.69 3.69 4.88 0.25
H 0.91 0.20 4.41 0.45
H 1.21 -0.93 2.16 0.26